[1]
Formula: CH3N3O3
Source: the OMol25 dataset
Level of theory: ωB97M-V/def2-TZVPD

XYZ file:
```
10
Properties=species:S:1:pos:R:3:nbo_charge:R:1
N -1.8134 -0.4948 -0.2464 -0.645
N -0.5288 -0.0496 -0.2664 -0.130
N 0.3715 -0.8640 0.0646 0.517
O 0.4419 -1.9879 0.3769 -0.389
O 1.6376 -0.0934 0.0635 -0.360
C 1.3812 1.1939 0.2615 0.606
O 2.2527 1.9902 0.0495 -0.536
H -1.8182 -1.4576 -0.4217 0.384
H -2.4243 0.2270 -0.6401 0.406
H 0.4998 1.5362 0.7586 0.146
```

Summary:
Structure (SMILES): N/N=[N+](\[O-])OC=O
Molecular weight (g/mol): 105.05
ΔE to the lowest compared entry with this formula, charge and spin (eV): 2.830
Charge: 0
E_HOMO (eV): -9.7
Gap between HOMO and LUMO (eV): 10.3
Multiplicity: 1

---

[2]
Formula: C19H25N3O3
Source: the OMol25 dataset
Level of theory: ωB97M-V/def2-TZVPD

XYZ file:
```
50
Properties=species:S:1:pos:R:3:nbo_charge:R:1
C 3.1783 2.2519 -1.8698 -0.623
C 2.9144 2.2157 -0.3738 -0.070
O 2.7755 0.8602 0.0436 -0.534
C 1.8187 0.5949 0.9671 0.899
O 1.0959 1.4378 1.4509 -0.675
N 1.7736 -0.7185 1.2664 -0.459
C 2.6193 -1.7094 0.6299 -0.220
C 1.8643 -3.0359 0.4803 -0.408
C 0.3646 -2.7724 0.3187 -0.060
N 0.1103 -1.8823 -0.7922 -0.643
C -0.7758 -2.1560 -1.7776 0.698
O -1.2071 -3.2660 -2.0005 -0.628
C -1.1570 -0.9135 -2.5815 -0.517
C -1.4321 0.2228 -1.6507 -0.105
C -0.8455 1.4570 -1.6096 -0.015
N -1.3217 2.1860 -0.5566 -0.358
C -0.8809 3.4924 -0.1609 -0.406
C -2.2137 1.4153 0.1304 0.212
C -2.9391 1.6848 1.2859 -0.250
C -3.7744 0.6975 1.7601 -0.217
C -3.8959 -0.5336 1.1071 -0.241
C -3.1805 -0.8106 -0.0355 -0.198
C -2.3233 0.1704 -0.5357 -0.120
C -0.1872 -2.1616 1.6183 -0.419
C 0.8472 -1.2197 2.2574 -0.228
H 4.0888 1.7061 -2.1021 0.214
H 2.3550 1.7927 -2.4115 0.206
H 3.2898 3.2820 -2.1963 0.216
H 3.7531 2.6574 0.1765 0.180
H 2.0006 2.7587 -0.1136 0.203
H 2.9102 -1.3282 -0.3494 0.228
H 3.5320 -1.8547 1.2218 0.194
H 2.0079 -3.6636 1.3603 0.204
H 2.2479 -3.5740 -0.3858 0.226
H -0.1597 -3.7039 0.0816 0.245
H 0.3371 -0.9107 -0.6390 0.406
H -2.0367 -1.1621 -3.1793 0.241
H -0.3401 -0.6610 -3.2615 0.233
H -0.1235 1.8839 -2.2816 0.207
H -0.2834 3.9312 -0.9591 0.208
H -1.7405 4.1375 0.0315 0.205
H -0.2778 3.4241 0.7490 0.227
H -2.8456 2.6300 1.7983 0.214
H -4.3497 0.8735 2.6573 0.212
H -4.5636 -1.2784 1.5147 0.213
H -3.2716 -1.7637 -0.5352 0.226
H -0.4366 -2.9549 2.3226 0.213
H -1.1049 -1.6187 1.3871 0.232
H 0.3593 -0.3605 2.7190 0.250
H 1.4243 -1.7498 3.0230 0.187
```

Summary:
Structure (SMILES): CCOC(=O)N1CCC(NC(=O)Cc2cn(C)c3ccccc23)CC1
Molecular weight (g/mol): 343.43
ΔE to the lowest compared entry with this formula, charge and spin (eV): 1.185
Charge: 0
E_HOMO (eV): -7.8
Gap between HOMO and LUMO (eV): 8.5
Multiplicity: 1

---

Copy entry 1 word for word.
Formula: CH3N3O3
Source: the OMol25 dataset
Level of theory: ωB97M-V/def2-TZVPD

XYZ file:
```
10
Properties=species:S:1:pos:R:3:nbo_charge:R:1
N -1.8134 -0.4948 -0.2464 -0.645
N -0.5288 -0.0496 -0.2664 -0.130
N 0.3715 -0.8640 0.0646 0.517
O 0.4419 -1.9879 0.3769 -0.389
O 1.6376 -0.0934 0.0635 -0.360
C 1.3812 1.1939 0.2615 0.606
O 2.2527 1.9902 0.0495 -0.536
H -1.8182 -1.4576 -0.4217 0.384
H -2.4243 0.2270 -0.6401 0.406
H 0.4998 1.5362 0.7586 0.146
```

Summary:
Structure (SMILES): N/N=[N+](\[O-])OC=O
Molecular weight (g/mol): 105.05
ΔE to the lowest compared entry with this formula, charge and spin (eV): 2.830
Charge: 0
E_HOMO (eV): -9.7
Gap between HOMO and LUMO (eV): 10.3
Multiplicity: 1